Entry i
Entry from the Open Molecules 2025 dataset: one molecule with the formula C11H12N2O2 (ωB97M-V/def2-TZVPD).

Calculated values
- LUMO level (eV) = 0.64
- SMILES = Cc1c(O)c(=O)n(-c2ccccc2)n1C
- 2S+1 = 1
- net charge = 0

```
27
Properties=species:S:1:pos:R:3:mulliken_charge:R:1
N -0.985 -0.240 -0.103 -0.1624
C 3.213 1.973 0.307 -0.6055
N -0.242 0.936 -0.043 0.2842
C -2.495 1.439 -0.116 -0.0355
C -0.969 2.064 -0.092 0.6883
C 3.940 1.038 -0.357 -0.5788
H 3.808 2.749 0.765 0.3127
C -2.326 0.102 -0.121 0.4392
H -1.458 -1.768 1.322 0.4550
C 1.841 1.958 0.432 -0.1866
C 1.883 -0.165 -0.733 -0.3101
H 4.959 1.105 -0.480 0.4859
H -4.207 -0.345 -0.908 0.3191
H 3.804 -0.841 -1.601 0.2147
O -0.622 3.217 -0.011 -0.6581
O -3.715 2.126 -0.283 -0.5750
H -0.132 -2.069 0.060 0.3193
C 3.239 -0.036 -0.934 -0.4222
H -3.567 2.944 0.243 0.3418
H -3.568 -1.638 0.378 0.2441
C -3.303 -0.933 -0.512 -1.3120
H 1.468 -0.973 -1.204 0.4483
C 1.151 0.887 -0.103 0.3808
H -2.716 -1.624 -1.101 0.3608
H 1.505 2.876 0.922 0.3445
H 0.143 -1.080 1.616 0.2394
C -0.644 -1.445 0.768 -1.0319
```



Entry ii
Entry from the Open Molecules 2025 dataset: one molecule with the formula C11H12N2O2 (ωB97M-V/def2-TZVPD).

Calculated values
- LUMO level (eV) = 0.77
- SMILES = N[C@@H](Cc1c[nH]c2ccccc12)C(=O)O
- 2S+1 = 1
- net charge = 0

```
27
Properties=species:S:1:pos:R:3:mulliken_charge:R:1
C -1.724 1.179 0.368 -0.0796
H 1.783 -0.495 2.142 0.4058
C -1.841 -1.049 -0.290 -0.0571
H 1.984 1.921 -1.428 0.1496
C -1.101 -0.057 0.293 0.8349
C 1.198 0.174 1.481 -1.0773
N 1.883 1.892 -0.405 -0.4585
C 0.125 -0.560 0.818 0.2443
C 0.087 -1.868 0.435 -0.6207
H 1.471 2.680 -0.034 0.1537
H 2.931 1.080 1.129 0.1758
N -1.120 -2.324 -0.076 -0.2029
H -1.222 2.062 0.826 0.2426
O 3.535 -0.002 -1.618 -0.4606
O 3.555 -1.358 0.112 -0.5689
H 4.001 -0.744 -1.852 0.3308
H 0.910 -2.548 0.616 0.4657
C -3.693 0.260 -0.634 -0.3058
C -2.974 1.413 -0.188 -0.8659
C 2.262 0.735 0.352 0.2478
H 0.792 1.022 2.118 0.4354
C -3.074 -0.940 -0.736 -0.7683
H -3.596 -1.823 -1.136 0.3181
C 3.147 -0.325 -0.357 0.5199
H -1.139 -3.114 -0.684 0.2795
H -3.415 2.408 -0.277 0.3810
H -4.763 0.380 -0.973 0.2806
```



Most favorable first, least favorable last: entry ii, entry i



Entry i
Entry from the Open Molecules 2025 dataset: one molecule with the formula C4H9N3O2 (ωB97M-V/def2-TZVPD).

Calculated values
- LUMO level (eV) = 0.98
- SMILES = [H]/N=C\NOCO/N=C\C
- 2S+1 = 1
- net charge = 0

```
18
Properties=species:S:1:pos:R:3:mulliken_charge:R:1
H 0.127 -2.354 -0.159 0.2851
H 1.500 2.665 -0.912 0.2777
N 1.045 1.794 -0.635 -0.2574
C 1.794 0.676 -0.991 -0.0495
O -0.199 1.768 -1.228 -0.2831
O -1.188 0.198 0.161 -0.1503
H 0.269 -0.426 -1.335 0.3357
H -0.519 -3.270 1.236 0.3089
H 2.856 0.796 -0.878 0.4260
N 1.287 -0.451 -1.309 -0.7367
H -1.519 -2.126 0.186 0.2987
H -1.056 2.187 0.593 0.3382
H -2.160 1.772 -0.785 0.2281
C -0.568 -2.299 0.710 -0.9107
C -0.272 -1.193 1.654 0.0564
N -0.457 0.079 1.394 -0.4449
H 0.257 -1.338 2.590 0.4014
C -1.197 1.523 -0.291 -0.1236
```



Entry ii
Entry from the Open Molecules 2025 dataset: C4H9N3O2 as an isolated structure (ωB97M-V/def2-TZVPD).

Calculated values
- LUMO level (eV) = 0.32
- 2S+1 = 1
- net charge = 0

```
18
Properties=species:S:1:pos:R:3:mulliken_charge:R:1
C 0.903 1.780 0.213 -1.0409
H 2.686 -1.436 -0.892 0.2987
O -1.860 -1.209 1.108 -0.6087
H 3.239 0.003 0.266 0.2175
H 1.654 2.196 1.103 0.2603
C 0.095 0.538 0.029 0.6498
C 2.250 -0.956 0.048 -0.7928
N -3.302 -0.070 -0.462 -0.4884
N -1.198 0.722 0.142 -0.5509
H 0.174 2.634 -0.073 0.3167
H -2.781 0.807 -1.286 0.3823
H 2.476 -1.801 0.707 0.3322
H -0.588 -1.974 0.051 0.4232
N 0.765 -0.729 0.226 0.0853
H 1.568 1.834 -0.714 0.3058
H -4.250 -0.096 -0.016 0.2632
C -2.092 -0.458 0.116 0.4335
O 0.260 -1.786 -0.566 -0.4868
```



Entry iii
Entry from the Open Molecules 2025 dataset: one molecule with the formula C4H9N3O2 (ωB97M-V/def2-TZVPD).

Calculated values
- LUMO level (eV) = 0.19
- 2S+1 = 1
- net charge = 0

```
18
Properties=species:S:1:pos:R:3:mulliken_charge:R:1
H 2.320 0.084 -1.922 0.3461
H 0.671 2.092 -0.110 0.2416
C -1.133 -0.262 -0.060 -0.0306
H 1.707 1.240 1.985 0.2757
H -2.635 1.162 -0.511 0.2452
N 0.714 1.330 1.770 -0.6771
N 0.551 1.200 0.366 -0.2207
C 1.313 0.100 -0.298 0.6942
N 0.123 -2.138 -1.148 -0.5266
H 0.256 0.529 2.197 0.2579
H 1.071 -2.441 -0.951 0.2417
H -2.380 0.874 1.231 0.3140
O 2.233 -0.487 0.289 -0.6835
C -0.214 -1.015 -0.472 0.7437
H -0.562 -2.875 -1.224 0.2481
C -2.383 0.412 0.242 -1.2909
H -3.177 -0.345 0.231 0.3392
O 1.526 0.540 -1.616 -0.5179
```



Entry iv
Entry from the Open Molecules 2025 dataset: C4H9N3O2 as an isolated structure (ωB97M-V/def2-TZVPD).

Calculated values
- LUMO level (eV) = 0.46
- 2S+1 = 1
- net charge = 0

```
18
Properties=species:S:1:pos:R:3:mulliken_charge:R:1
H 0.652 -0.997 -2.507 0.2364
O -0.753 -0.651 1.753 -0.4476
H 1.122 2.196 1.757 0.4205
O 0.145 1.622 1.881 -0.4657
H 2.747 -0.612 -2.085 0.3731
N 0.424 1.033 0.602 -0.3637
H -1.560 1.390 1.536 0.3477
H 2.279 0.748 -1.059 0.2694
C 2.178 -0.297 -1.225 -0.8136
H -1.361 -1.030 -2.423 0.2254
H -2.505 -0.119 2.744 0.2860
H -2.453 -0.094 0.835 0.3418
C -0.468 -0.651 -0.891 0.6317
N -1.570 -1.096 -1.333 -0.6903
C -2.099 0.194 1.836 -0.7570
H 2.558 -0.900 -0.370 0.2440
C -0.072 -0.244 0.649 0.4845
N 0.736 -0.491 -1.700 -0.3225
```



Most favorable first, least favorable last: entry i, entry iii, entry ii, entry iv



Entry i
Entry from the Open Molecules 2025 dataset: one molecule with the formula C4H9N3O2 (ωB97M-V/def2-TZVPD).

Calculated values
- LUMO level (eV) = -0.61
- 2S+1 = 1
- net charge = 0

```
18
Properties=species:S:1:pos:R:3:mulliken_charge:R:1
H -1.023 1.782 -1.570 0.2570
N -0.801 -0.832 0.404 0.0673
O -1.230 -1.669 -0.653 -0.4804
O -0.373 1.580 0.776 -0.6723
H -1.597 -0.042 2.130 0.3411
H -0.417 -2.137 -0.900 0.3723
H -0.843 0.143 -1.948 0.2611
H 2.501 1.721 0.263 0.3136
C -0.213 0.702 -0.072 0.7271
C 1.372 -0.027 0.066 0.8444
N -0.490 0.935 -1.430 -0.5289
C -1.853 -0.811 1.405 -0.9449
H -1.900 -1.792 1.879 0.2871
C 2.542 0.800 -0.323 -1.2966
H 3.489 0.290 -0.153 0.3589
N 1.217 -1.130 0.550 -0.5123
H 2.441 1.074 -1.375 0.3264
H -2.823 -0.587 0.950 0.2792
```



Entry ii
Entry from the Open Molecules 2025 dataset: one molecule with the formula C4H9N3O2 (ωB97M-V/def2-TZVPD).

Calculated values
- LUMO level (eV) = 0.84
- SMILES = CN1CCO/C(=N\O)N1
- 2S+1 = 1
- net charge = 0

```
18
Properties=species:S:1:pos:R:3:mulliken_charge:R:1
H 0.372 -0.775 -2.879 0.3006
C -0.893 1.148 0.256 0.5364
O -0.380 0.792 1.505 -0.3220
N -1.828 1.981 0.077 -0.4868
H -0.816 0.608 -1.761 0.3150
O -2.265 2.431 1.325 -0.4083
H 0.777 -0.477 2.737 0.3062
H 1.553 -1.719 0.585 0.3172
H 0.866 -2.298 -1.862 0.2967
H -0.368 -1.312 1.627 0.3605
H 1.939 0.147 0.245 0.4185
C 0.816 -1.140 -1.917 -0.7983
C 1.157 -0.627 0.591 -0.5338
H 2.053 -0.872 -1.972 0.1945
N -0.145 0.639 -0.944 -0.3603
H -3.377 2.682 1.279 0.3457
C 0.257 -0.450 1.726 -0.4399
N 0.283 -0.760 -0.620 -0.0418
```



Most favorable first, least favorable last: entry i, entry ii